Entry 1:
The following is a quantum chemistry calculation of a cluster of 3 separate species, C2H9O2S in total at a distorted geometry, from the OMol25 dataset.

Last column: natural (NBO) charge in e.
CARTESIAN COORDINATES (ANGSTROEM)
1 C -1.02403 0.03595 -2.61186  -0.62
2 C -0.04858 -0.58910 -1.53124  -0.54
3 S -0.09560 0.40642 -0.07475  -0.67
4 H -2.06715 0.07212 -2.19838  0.20
5 H -0.84010 1.01586 -3.02701  0.20
6 H -1.09182 -0.70604 -3.37788  0.17
7 H -0.39811 -1.67428 -1.38634  0.17
8 H 1.02882 -0.76275 -1.94538  0.17
9 H -0.96079 -0.50141 1.77246  0.49
10 H -2.00210 0.51818 2.11001  0.46
11 O -1.70145 -0.39887 2.43487  -1.01
12 H 1.90633 -0.08778 1.43872  0.50
13 H 2.95246 1.09322 1.72614  0.46
14 O 2.88117 0.13000 1.43292  -0.99

The calculation puts the HOMO energy at -2.9661 eV. For the HOMO-LUMO gap, the calculation gives 6.99 eV. The charge is -1.

---

Entry 2:
The following is a quantum chemistry calculation of a structure of composition C28H37FeN2O6P2S2, from the OMol25 dataset.

Last column: Mulliken charge in e.
CARTESIAN COORDINATES (ANGSTROEM)
1 Fe -1.34858 0.20871 0.25515  0.87
2 N -2.72792 1.61275 -0.20035  -0.39
3 C -3.75823 0.98416 -1.04951  -0.70
4 C -3.43859 -0.48090 -1.41737  0.62
5 O -4.25471 -1.06501 -2.12471  -0.82
6 O -2.33693 -0.96114 -0.97852  -0.59
7 H -3.11749 2.05419 0.62242  0.30
8 H -2.24377 2.35415 -0.70856  -0.05
9 H -3.86345 1.54120 -1.98085  0.33
10 H -4.72933 0.98619 -0.55474  0.37
11 C 3.22797 -0.27764 4.06300  -0.63
12 C 2.17502 -1.01503 4.59147  -0.65
13 C 1.14767 -1.45021 3.76813  -0.25
14 C 1.15120 -1.14689 2.40935  0.41
15 C 2.20597 -0.40138 1.88811  -0.18
16 C 3.24254 0.02590 2.70942  -0.58
17 P -0.15725 -1.71454 1.25378  1.04
18 C 0.35397 -3.45019 1.00799  0.37
19 C -0.62298 -4.37822 0.64423  -0.56
20 C -0.27939 -5.69440 0.37792  -0.66
21 C 1.04582 -6.10098 0.45954  -0.43
22 C 2.02455 -5.18125 0.80653  -0.65
23 C 1.68227 -3.86375 1.07694  -0.55
24 C -1.68079 -1.71002 2.22199  0.12
25 C -2.18552 -2.58234 3.18211  -0.08
26 C -3.38944 -2.26513 3.79046  -0.85
27 C -4.05007 -1.09072 3.42598  -0.72
28 C -3.53158 -0.24883 2.45219  -0.21
29 C -2.32837 -0.54155 1.79216  -0.27
30 H 4.03247 0.05936 4.70572  0.34
31 H 2.15491 -1.25033 5.64879  0.39
32 H 0.31987 -2.01074 4.18560  0.31
33 H 2.20501 -0.14469 0.83304  0.39
34 H 4.06186 0.59831 2.28853  0.45
35 H -1.65588 -4.05984 0.56345  0.44
36 H -1.04996 -6.40265 0.09981  0.39
37 H 1.31477 -7.12883 0.24950  0.37
38 H 3.06164 -5.48833 0.86756  0.40
39 H 2.45460 -3.15692 1.35465  0.31
40 H -1.65367 -3.49240 3.44459  0.48
41 H -3.81894 -2.92327 4.53659  0.38
42 H -4.99499 -0.84796 3.90187  0.38
43 H -4.09891 0.64187 2.19046  0.22
44 C 2.78625 3.43008 -2.38906  -1.22
45 C 2.35368 2.63776 -3.61151  0.51
46 C 3.04619 1.28809 -3.70517  -1.11
47 O 0.93553 2.44603 -3.71571  -0.25
48 P -0.13415 2.30156 -2.51086  0.38
49 S -0.61231 4.03195 -1.70552  -0.62
50 S 0.48745 0.87940 -1.24317  -0.49
51 O -1.41364 1.82899 -3.34109  -0.35
52 C -1.56251 0.82999 -4.38341  0.71
53 C -1.31846 1.48490 -5.73216  -1.53
54 C -0.73982 -0.42822 -4.18971  -1.04
55 H 3.86671 3.58368 -2.43999  0.52
56 H 2.54788 2.88699 -1.47318  0.05
57 H 2.28562 4.39612 -2.35219  0.32
58 H 2.59522 3.22411 -4.50275  0.30
59 H 2.78104 0.67011 -2.84703  0.10
60 H 4.13001 1.42377 -3.73074  0.49
61 H 2.73910 0.76880 -4.61399  0.26
62 H -2.61877 0.56309 -4.30230  0.36
63 H -0.26964 1.76030 -5.84138  0.20
64 H -1.92666 2.38441 -5.83431  0.36
65 H -1.58679 0.78781 -6.52870  0.46
66 H 0.32932 -0.22343 -4.27220  0.10
67 H -1.02188 -1.13569 -4.97352  0.50
68 H -0.93557 -0.88079 -3.22056  0.09
69 N 2.18187 3.70851 3.01647  -0.69
70 C 1.38556 3.25968 1.87534  0.45
71 C 0.27633 2.31378 2.30335  -0.08
72 O 0.35699 1.85289 3.54594  -0.45
73 O -0.59877 2.01728 1.53532  -0.22
74 H 3.15386 3.82816 2.77079  0.22
75 H 1.18190 2.23053 3.91553  0.43
76 H 1.84254 4.59033 3.37763  0.20
77 H 1.99901 2.66953 1.19211  -0.13
78 H 0.93153 4.04877 1.27330  0.33

The calculation puts the HOMO energy (spin up / spin down) at -4.4104 / -4.4577 eV. For the HOMO-LUMO gap (spin up / spin down), the calculation gives 6.71 / 6.76 eV. The charge is -1.

---

Entry 3:
The following is a quantum chemistry calculation of the molecule C3H8N2O, from the OMol25 dataset.

Last column: natural (NBO) charge in e.
CARTESIAN COORDINATES (ANGSTROEM)
1 C 1.19354 -1.83299 -0.49189  -0.41
2 N 0.52070 -0.92800 0.42465  -0.60
3 C -0.37385 -0.01815 -0.22802  -0.31
4 C -0.93858 1.00232 0.74868  0.67
5 N -1.20131 2.23589 0.21201  -0.83
6 O -1.19220 0.74085 1.90174  -0.59
7 H 0.45456 -2.41240 -1.04058  0.19
8 H 1.84346 -1.32942 -1.22310  0.16
9 H 1.81505 -2.51550 0.08251  0.20
10 H 1.17701 -0.43522 1.01372  0.36
11 H 0.07818 0.53393 -1.07550  0.15
12 H -1.21896 -0.57151 -0.64512  0.22
13 H -0.68867 2.59821 -0.57409  0.39
14 H -1.46891 2.93199 0.89499  0.40

The calculation puts the HOMO energy at -8.9475 eV. For the HOMO-LUMO gap, the calculation gives 9.82 eV. Its structure (SMILES) is CNCC(N)=O. The charge is 0.

---

Entry 4:
The following is a quantum chemistry calculation of a structure of composition C24H43BaBrO8SSi2, from the OMol25 dataset.

Last column: Mulliken charge in e.
CARTESIAN COORDINATES (ANGSTROEM)
1 Ba 0.50698 -0.19728 -0.83408  1.73
2 C 2.34477 2.25237 2.53006  -0.99
3 C 2.57896 1.73456 1.12204  1.02
4 O 1.66829 1.90780 0.31395  -0.72
5 C 3.87188 1.13493 0.79093  0.39
6 C 4.95899 1.41329 1.63842  -0.40
7 C 6.23892 0.97016 1.39679  -0.82
8 C 6.45809 0.18278 0.25339  -0.24
9 C 5.42848 -0.14090 -0.58475  -0.74
10 C 4.06989 0.28839 -0.36474  0.33
11 O 3.16131 -0.11234 -1.14776  -0.79
12 H 1.27748 2.43522 2.63253  -0.14
13 H 2.88807 3.18732 2.69061  0.50
14 H 2.66494 1.52743 3.27582  0.22
15 H 4.78453 2.01976 2.51878  0.24
16 H 7.04948 1.21751 2.07066  0.37
17 H 7.45751 -0.18463 0.03784  0.33
18 H 5.58825 -0.76733 -1.45472  0.36
19 O -3.02854 -2.42799 -2.52241  -0.72
20 S -2.16967 -1.26402 -2.34092  1.11
21 O -2.05471 -0.89230 -0.87955  -0.72
22 O -2.65420 -0.08561 -3.09743  -0.67
23 O -0.74285 -1.55840 -2.75041  -0.90
24 C 1.67136 -3.52336 2.60215  -1.12
25 Si 1.11744 -1.73227 2.89630  0.08
26 C 2.27341 -1.09734 4.27122  -1.12
27 C -0.58838 -1.84364 3.72004  -0.91
28 O 1.12979 -0.84682 1.58792  -0.29
29 H 1.59736 -4.13480 3.50795  0.29
30 H 2.70967 -3.54625 2.25809  0.27
31 H 1.05634 -3.98814 1.82643  0.29
32 H 2.29681 -1.79480 5.11611  0.40
33 H 1.94125 -0.12695 4.65252  0.27
34 H 3.29507 -0.98012 3.89618  0.28
35 H -0.57526 -2.47039 4.61858  0.34
36 H -1.32206 -2.25572 3.02177  0.29
37 H -0.93553 -0.84526 4.00563  0.08
38 C -3.94198 2.28357 4.04528  -2.13
39 C -4.68669 2.53123 2.72461  2.49
40 C -5.99334 3.27280 3.04681  -1.78
41 C -5.03853 1.14023 2.16773  -1.94
42 Si -3.56993 3.52807 1.51067  -0.37
43 Br -2.04780 2.07435 0.79835  0.13
44 C -4.50191 4.13991 -0.06027  2.48
45 C -5.44282 3.04430 -0.58685  -2.15
46 C -3.53252 4.44028 -1.21470  -1.84
47 C -5.33629 5.39992 0.21809  -1.83
48 C -2.59159 4.93399 2.39863  2.63
49 C -1.89225 5.83311 1.36788  -2.18
50 C -1.47398 4.36980 3.29033  -1.98
51 C -3.50743 5.81142 3.26519  -1.82
52 H -4.55358 1.62920 4.67680  0.62
53 H -3.76090 3.20264 4.60534  0.31
54 H -2.98686 1.78058 3.87997  0.34
55 H -6.55758 2.69741 3.79060  0.53
56 H -6.63172 3.38014 2.16903  0.27
57 H -5.82123 4.26820 3.46349  0.27
58 H -5.60670 0.59753 2.93267  0.53
59 H -4.15059 0.55355 1.93278  0.38
60 H -5.65036 1.17943 1.27079  0.32
61 H -4.91396 2.10666 -0.77086  0.43
62 H -5.85870 3.37405 -1.54549  0.61
63 H -6.28064 2.85270 0.08380  0.32
64 H -2.98924 3.54717 -1.51985  0.19
65 H -2.80795 5.21772 -0.98112  0.31
66 H -4.11634 4.77851 -2.07871  0.54
67 H -6.05255 5.25881 1.03072  0.27
68 H -5.90681 5.65490 -0.68281  0.55
69 H -4.71496 6.26315 0.46306  0.27
70 H -1.25492 5.25190 0.69846  0.33
71 H -1.25137 6.54648 1.89963  0.61
72 H -2.59399 6.40968 0.76504  0.32
73 H -0.75023 3.80217 2.70541  0.27
74 H -1.84119 3.72197 4.08454  0.32
75 H -0.94514 5.20786 3.76068  0.54
76 H -4.34736 6.22711 2.70440  0.28
77 H -2.92852 6.65322 3.66449  0.52
78 H -3.91117 5.26190 4.11740  0.29
79 O -0.46486 1.77233 -2.63202  -0.02
80 C -1.41582 1.93988 -3.23049  -0.10

The calculation puts the HOMO energy at -2.4839 eV. For the HOMO-LUMO gap, the calculation gives 6.23 eV. The charge is -2.

---

Entry 5:
The following is a quantum chemistry calculation of the molecule C4H8O2, from the OMol25 dataset.

Last column: natural (NBO) charge in e.
CARTESIAN COORDINATES (ANGSTROEM)
1 C 0.97698 1.63852 0.40064  -0.61
2 C -0.15909 0.84219 -0.24745  -0.43
3 C -0.07720 -0.68050 -0.07196  0.47
4 O 1.19906 -1.18044 -0.28690  -0.70
5 C -1.22654 -1.52240 -0.37956  -0.15
6 O -0.67946 -1.45790 0.96235  -0.51
7 H 1.02663 1.40392 1.46935  0.21
8 H 0.81124 2.71952 0.29184  0.21
9 H 1.94836 1.39874 -0.05222  0.22
10 H -0.17980 1.07989 -1.33344  0.22
11 H -1.13287 1.16411 0.13715  0.22
12 H 1.07968 -2.02965 0.16103  0.48
13 H -2.20126 -1.04923 -0.40839  0.18
14 H -1.09872 -2.43416 -0.97162  0.19

The calculation puts the HOMO energy at -10.0146 eV. For the HOMO-LUMO gap, the calculation gives 11.00 eV. Its structure (SMILES) is CC[C@]1(O)CO1. The charge is 0.

---

Entry 6:
The following is a quantum chemistry calculation of a cluster of 8 separate species, H14IO7 in total at a distorted geometry, from the OMol25 dataset.

Last column: natural (NBO) charge in e.
CARTESIAN COORDINATES (ANGSTROEM)
1 I 3.16700 19.56200 -17.24700  -0.90
2 O -0.02700 18.28100 -18.69500  -0.98
3 H 0.76400 18.73600 -18.29100  0.50
4 H -0.02300 17.35700 -18.46200  0.46
5 O 4.55200 19.88700 -20.37300  -0.99
6 H 4.15500 20.62700 -20.79600  0.46
7 H 4.31600 19.84700 -19.40300  0.49
8 O -0.28500 20.64400 -17.13400  -0.96
9 H 0.49500 20.34600 -16.73400  0.48
10 H -1.01700 20.04200 -16.96600  0.47
11 O 3.53900 16.15400 -18.07400  -0.96
12 H 3.04700 16.21100 -18.92300  0.46
13 H 3.24300 16.95000 -17.60500  0.49
14 O 6.74200 19.04300 -16.88800  -0.95
15 H 6.78600 18.75700 -15.94000  0.46
16 H 5.96800 19.63100 -16.86600  0.48
17 O 4.43900 20.45300 -13.87200  -0.97
18 H 3.74700 20.88800 -13.30200  0.47
19 H 4.09900 19.82200 -14.48700  0.50
20 O 1.62100 22.40300 -18.79900  -0.94
21 H 1.75000 21.62300 -18.31100  0.48
22 H 2.55300 22.58900 -19.02000  0.45

The calculation puts the HOMO energy at -5.6177 eV. For the HOMO-LUMO gap, the calculation gives 8.58 eV. The charge is -1.

---

Entry 7:
The following is a quantum chemistry calculation of a cluster of 2 separate species, CH3FOS in total, from the OMol25 dataset.

Last column: natural (NBO) charge in e.
CARTESIAN COORDINATES (ANGSTROEM)
1 O 0.90701 2.12913 -0.58335  -0.51
2 C 1.08972 0.94360 -0.61674  0.28
3 S -0.04489 -0.28078 -0.00935  -0.06
4 H 1.99834 0.47334 -1.03429  0.15
5 H -0.96005 0.61365 0.39644  0.15
6 F -1.65026 -2.36070 0.81408  -0.55
7 H -1.33987 -1.51825 1.03320  0.54

The calculation puts the HOMO energy at -10.7040 eV. For the HOMO-LUMO gap, the calculation gives 11.21 eV. Its structure (SMILES) is O=CS.F. The charge is 0.

---

Entry 8:
The following is a quantum chemistry calculation of a structure of composition C3H7FS at a distorted geometry, from the OMol25 dataset.

Last column: natural (NBO) charge in e.
CARTESIAN COORDINATES (ANGSTROEM)
1 C -1.07546 -0.39397 0.82411  -0.60
2 C -0.22528 -0.13440 -0.45637  -0.47
3 C 1.36991 0.20454 -0.14584  0.06
4 H -1.34141 0.44113 1.87240  0.21
5 H -0.54578 -1.22421 1.17749  0.21
6 H -2.12453 -0.77662 0.42414  0.22
7 H -0.05226 -1.14053 -0.74801  0.21
8 H -0.12135 1.97351 -1.27178  0.12
9 H 2.10056 -0.02599 -1.13952  0.19
10 H 1.38938 1.20097 0.42837  0.18
11 F 1.73789 -0.75736 0.73255  -0.37
12 S -1.11168 0.63294 -1.69754  0.05

The calculation puts the HOMO energy at -9.1496 eV. For the HOMO-LUMO gap, the calculation gives 9.19 eV. The charge is 0.